Entry 1:
Formula: C6H15NO3
Source: the OMol25 dataset
Level of theory: ωB97M-V/def2-TZVPD

The relative energy (zero: lowest compared OMol25 entry of this formula, charge and spin) comes out at 28.12 kcal/mol. As for the spin multiplicity: 2. The HOMO energy (spin up / spin down) is -14.066 / -14.046 eV. Its maximum force is 1.7 eV/Å. Its net charge is +1. Its expectation value of S² is 0.773.

CARTESIAN COORDINATES (ANGSTROEM)
O: 2.04 0.77 0.48
C: 1.31 1.33 1.27
C: -0.14 1.52 0.94
C: -0.96 0.22 1.19
C: -0.25 -1.04 0.75
C: 0.47 -1.77 1.66
C: -1.59 -1.25 -1.30
N: -0.45 -1.58 -0.47
H: 1.70 1.67 2.25
H: -0.62 2.28 1.56
H: -0.25 1.81 -0.10
H: -1.90 0.29 0.66
H: -1.17 0.19 2.25
H: 1.02 -2.68 1.42
H: 0.67 -1.43 2.66
H: -1.47 -1.60 -2.31
H: -2.47 -1.72 -0.86
H: -1.72 -0.17 -1.40
H: 0.43 -1.75 -0.96
H: 2.59 -1.39 -0.77
H: 2.90 -0.04 -1.43
O: 2.63 -0.95 -1.62
H: -2.09 2.07 -2.18
H: -3.43 1.54 -1.63
O: -2.86 2.31 -1.66

Löwdin population analysis, charges in e, atoms 1 to 6: 0.054 -0.218 -0.098 -0.101 -0.280 0.227

---

Entry 2:
Formula: C17H25NO5
Source: the OMol25 dataset
Level of theory: ωB97M-V/def2-TZVPD

The relative energy (zero: lowest compared OMol25 entry of this formula, charge and spin) comes out at 25.53 kcal/mol. As for the spin multiplicity: 1. The HOMO energy is -7.964 eV. Its maximum force is 0.6 eV/Å. Its SMILES is COc1cc(CCC(=O)NC[C@@H]2CCCO2)cc(OC)c1OC.

CARTESIAN COORDINATES (ANGSTROEM)
C: 2.73 2.72 1.76
O: 2.89 1.66 0.85
C: 1.99 0.63 0.88
C: 0.90 0.57 1.73
C: 0.03 -0.52 1.68
C: -1.16 -0.55 2.61
C: -2.31 -1.43 2.13
C: -2.68 -1.24 0.66
O: -2.75 -2.17 -0.12
N: -2.98 0.03 0.31
C: -3.37 0.41 -1.02
C: -2.35 1.37 -1.66
C: -0.98 0.74 -1.93
C: -0.05 1.93 -1.78
C: -0.73 2.70 -0.66
O: -2.12 2.48 -0.80
C: 0.28 -1.54 0.79
C: 1.34 -1.47 -0.11
O: 1.55 -2.42 -1.08
C: 0.63 -3.49 -1.18
C: 2.22 -0.38 -0.07
O: 3.28 -0.17 -0.90
C: 4.01 -1.27 -1.39
H: 1.79 3.26 1.59
H: 3.57 3.39 1.57
H: 2.77 2.38 2.80
H: 0.71 1.36 2.44
H: -0.84 -0.91 3.59
H: -1.50 0.48 2.76
H: -3.20 -1.21 2.73
H: -2.07 -2.48 2.27
H: -2.83 0.79 0.96
H: -3.45 -0.50 -1.62
H: -4.34 0.91 -0.98
H: -2.79 1.75 -2.60
H: -0.93 0.27 -2.91
H: -0.76 -0.01 -1.16
H: 0.97 1.65 -1.53
H: -0.04 2.52 -2.70
H: -0.55 3.78 -0.70
H: -0.40 2.33 0.32
H: -0.37 -2.39 0.76
H: 0.94 -4.05 -2.06
H: 0.68 -4.14 -0.31
H: -0.39 -3.13 -1.32
H: 4.95 -0.86 -1.76
H: 3.49 -1.78 -2.21
H: 4.22 -1.99 -0.60

Löwdin population analysis, charges in e, atoms 1 to 6: -0.081 -0.063 -0.206 -0.002 -0.220 -0.140